1.
# C6H18O3S3

A 3-piece molecular cluster, C6H18O3S3 overall at a distorted geometry (wB97M-V/def2-TZVPD, the Open Molecules 2025 dataset).

Positions of all 30 atoms, in Å:
C -0.02791 -1.20168 0.68660
O 0.61884 -0.77159 -2.55838
C -1.82388 -1.42404 2.67838
H -2.88314 -1.68019 2.68186
H 2.52182 1.16955 4.00342
H -2.13137 -0.20766 -2.79611
C -1.80692 -0.68768 -3.71538
H 0.70789 -1.10292 1.48171
S -1.50408 -0.32520 1.24999
C 1.81528 1.47228 3.23303
S 2.30999 3.17181 2.75507
H -0.41250 -3.06255 -5.08367
H 0.37656 -0.76312 -0.23170
H 0.87878 2.63789 0.85540
H -1.44334 0.06400 -4.41905
H -1.31840 -2.39250 2.60632
O 3.56435 3.05428 1.92555
H -1.45481 -0.99707 3.60714
H 1.71850 0.73085 2.44691
H 0.26194 -1.52031 -5.54036
H 0.81992 1.57175 3.67522
C 0.93837 3.44495 1.57414
O -1.07494 0.98773 1.88134
H 1.25488 -2.65141 -4.61130
H 0.04783 3.45885 2.21098
H 1.02873 4.44437 1.15707
S -0.38342 -1.71461 -3.15523
H -2.60741 -1.22351 -4.22157
H -0.23998 -2.22036 0.36201
C 0.24839 -2.26192 -4.73940

Output
Largest force on an atom = 0.036 hartree/bohr
Lowest unoccupied orbital energy = 0.38 eV
Calculated total energy = -1659.5688 Ha
Total charge = 0


2.
# C30H34IrN2OS

C30H34IrN2OS as an isolated structure at a distorted geometry (wB97M-V/def2-TZVPD, the Open Molecules 2025 dataset).

Positions of all 69 atoms, in Å:
C 3.04893 -0.78011 0.11144
N -4.41756 2.01548 0.08514
H -3.99504 -0.93105 -2.47991
H 1.78656 -4.01247 0.26739
H 0.81141 -0.89549 2.25391
H 3.33338 -2.54729 -1.98778
C -1.30382 -1.42330 2.52979
C 1.86367 1.30932 0.02117
H -3.26438 0.01516 -3.78314
C -1.46228 -2.04642 1.16252
C -2.33117 4.86383 -0.08803
H -0.50816 0.53534 -2.54208
C -0.59373 -0.38774 -3.10926
H 0.92456 -0.61852 0.04568
C -1.72926 -1.94070 -1.39321
C -3.11377 -0.35180 -2.76588
H -2.82211 0.12327 2.29313
C -1.90343 -3.29198 -1.37382
C 4.26023 -0.05030 0.11122
C 3.09081 -2.30680 0.17273
H 3.34151 -2.36368 2.34496
H 5.20437 -0.58004 0.14864
C -0.74696 6.66189 -0.08982
H -2.00387 -5.09650 -0.19922
H -5.42323 2.05989 0.10792
H 3.85425 -3.83728 1.50138
H -3.03625 0.51486 -2.11042
C 1.69532 -2.92579 0.20221
H -1.62090 -3.99334 1.97355
H 0.32874 -0.95797 -2.98797
O -1.31537 -0.02517 -0.06376
C -1.64755 -3.39396 1.07016
C -2.07082 6.20202 -0.10200
H 3.86569 -3.93779 -1.02397
H -0.55521 7.72778 -0.09967
C -3.27183 1.99611 0.05410
C 1.11570 3.41627 -0.03542
C -1.50135 -1.28120 -0.09521
C -2.61697 -0.73088 2.94000
N 0.76490 2.16832 -0.01955
C -1.83378 -1.20457 -2.71240
C 3.06841 1.99203 0.02815
H 4.87062 -2.39755 1.45170
H -0.67811 -0.11232 -4.16188
H -3.36244 4.54483 -0.10089
H 5.22373 1.85918 0.07574
H 1.34177 6.13371 -0.05552
C 4.28580 1.31817 0.06997
C -1.86382 -4.02035 -0.16947
H -3.46473 -1.41737 2.89062
H -1.94144 -1.98758 -3.46296
H -2.53255 -0.36475 3.96551
C 1.86340 -0.08729 0.05906
C 3.83600 -2.74522 1.44593
S 2.78379 3.68779 -0.01857
H -1.15861 -2.26484 3.20723
C -1.27030 3.92180 -0.05825
H 1.12352 -2.59024 1.07689
H -0.27212 0.50158 2.33568
C -0.09348 -0.49704 2.72018
H 1.13098 -2.69801 -0.70875
H -2.07637 -3.81533 -2.30731
C 0.07326 4.42361 -0.05549
H 4.86573 -2.48649 -1.10150
Ir -1.31889 1.96312 0.00086
H -2.89121 6.90821 -0.12190
C 3.83561 -2.84527 -1.06184
H 0.10080 -0.39394 3.78846
C 0.31948 5.77215 -0.06611

Output
Largest force on an atom = 0.031 hartree/bohr
Lowest unoccupied orbital energy (spin up / spin down) = -9.08 / -9.22 eV
Calculated total energy = -1850.2501 Ha
Total charge = +2
Spin multiplicity = 2


3.
# C4H7IN2

A 2-piece molecular cluster, C4H7IN2 overall at a distorted geometry (wB97M-V/def2-TZVPD, the Open Molecules 2025 dataset).

Positions of all 14 atoms, in Å:
C -0.09048 1.06030 -1.04112
N -0.46768 0.96205 1.39826
I 2.83106 -0.42478 0.02773
H -0.87531 0.85971 -1.72741
C -0.56916 0.43075 0.17247
C -1.38219 -0.64880 -0.10371
H 0.01140 2.13661 -0.94898
H 0.87793 0.53661 -1.36647
H 1.02965 -2.20979 1.06560
C 1.11231 -1.64767 0.07761
H 0.94670 -2.09595 -0.88326
H -0.23499 2.00292 1.47937
N -2.10264 -1.54412 -0.26725
H -1.08659 0.58216 2.11716

Output
Largest force on an atom = 0.052 hartree/bohr
Lowest unoccupied orbital energy (spin up / spin down) = 0.04 / -0.25 eV
Calculated total energy = -563.6800 Ha
Total charge = 0


4.
# C6H15NO3Si

One molecule with the formula C6H15NO3Si at a distorted geometry (wB97M-V/def2-TZVPD, the Open Molecules 2025 dataset).

Positions of all 26 atoms, in Å:
H -0.66556 -2.43027 -0.74272
H -1.04553 -1.27957 1.82654
H 1.35966 1.77829 1.54726
N -2.79223 -0.05141 -0.37997
H -0.08407 3.11393 -0.33846
C -0.14008 -1.37276 1.09155
Si -0.06318 0.12908 -0.06405
O -1.54515 0.06139 -0.88767
H 0.77747 0.82975 -2.18908
C 1.01229 -0.05461 -1.61746
H 2.25615 -1.32027 -0.67582
C 0.21998 1.70581 1.19584
H 3.05110 -0.79450 -2.05610
H 0.81685 -3.00994 -0.19092
H 3.03836 0.31441 -0.62624
C -0.10533 -2.58259 0.22266
H 0.45851 -0.94708 -2.22231
H -1.57709 2.91415 0.78484
H 0.72371 -1.45852 1.76030
C 2.45738 -0.42342 -1.22082
H -0.43816 -3.37720 0.89729
H -0.20511 1.48897 2.20220
O -3.65471 -0.44424 -1.07863
C -0.45710 2.99540 0.68935
H -0.45640 3.86322 1.34360
O -2.94177 0.35199 0.72881

Output
Largest force on an atom = 0.058 hartree/bohr
Lowest unoccupied orbital energy = 0.68 eV
Calculated total energy = -807.4420 Ha
Structure (SMILES) = CC[Si](CC)(CC)O[N+](=O)[O-]
Total charge = 0


5.
# C20H31Br3Cl6O8

C20H31Br3Cl6O8 as an isolated structure at a distorted geometry (wB97M-V/def2-TZVPD, the Open Molecules 2025 dataset).

Positions of all 68 atoms, in Å:
C -10.15535 -12.18858 27.39131
H -8.33122 -9.70169 30.41623
C -7.24672 -12.54716 30.35845
Br -5.73693 -12.15566 26.88898
H -9.12701 -7.77247 21.34469
H -6.54258 -9.61657 30.17748
H -11.61193 -15.94410 27.32836
C -7.21302 -10.79306 31.91354
O -8.63255 -8.56822 24.48413
H -12.21090 -15.22408 31.15861
O -6.95784 -13.57610 29.81738
C -8.94676 -8.48049 22.15570
H -10.09202 -8.17887 26.69614
C -6.74223 -11.36414 25.44005
H -12.40743 -19.01726 24.82302
Cl -12.25833 -7.21352 26.48585
Cl -10.00385 -13.90014 27.67939
O -12.18528 -18.06918 28.85213
C -12.46065 -17.87128 27.70016
H -7.49613 -15.60234 25.37892
C -6.45546 -18.11378 27.08894
C -12.94548 -18.37846 25.51849
H -14.01271 -18.42475 25.30060
H -8.63087 -6.79664 23.42437
C -6.97443 -17.61996 25.77988
Cl -12.24497 -13.02976 32.00672
H -8.27758 -9.20486 21.68293
O -7.30859 -11.39997 29.64208
C -12.06548 -14.24458 30.72601
H -6.15176 -17.45080 25.08889
O -12.73365 -18.86136 26.85287
C -12.46854 -16.53085 27.00295
H -6.15386 -10.70310 32.16168
H -7.16590 -7.84622 23.18262
H -10.44461 -10.05026 22.29123
H -8.68465 -12.46104 31.85998
C -9.67357 -9.36954 24.21064
O -10.17479 -10.06935 25.04649
H -8.78072 -16.44293 26.30976
C -10.97256 -8.11721 27.31795
H -7.43424 -10.60672 25.78505
C -12.46576 -16.91398 25.51452
C -7.38284 -10.23282 30.48443
H -13.32019 -15.92138 27.29874
H -11.49098 -16.74312 25.06440
C -7.70995 -16.33695 26.15470
H -7.74357 -15.56319 28.22216
Cl -10.45112 -11.31034 28.94076
C -7.61029 -12.27418 31.78657
H -7.10584 -12.82345 32.57450
Cl -10.56323 -7.35621 28.88004
H -6.32813 -15.08955 27.35729
Br -7.89672 -12.64845 24.50976
H -11.10936 -14.07558 30.25040
H -11.02838 -8.45684 22.86712
C -10.17262 -9.12802 22.79409
Br -5.57405 -10.45536 24.15717
O -6.18431 -19.22153 27.42432
H -10.93662 -12.02324 26.65613
C -7.03998 -15.90691 27.46820
H -9.25188 -11.77909 26.95602
H -7.62945 -18.41061 25.41314
H -7.76876 -10.30667 32.71371
Cl -13.36719 -14.04433 29.49263
C -8.23835 -7.81144 23.34279
O -6.32569 -17.06741 27.94928
H -11.41013 -9.07744 27.55179
H -13.22113 -16.33749 24.97957

Output
Largest force on an atom = 0.028 hartree/bohr
Lowest unoccupied orbital energy = -0.41 eV
Calculated total energy = -11865.8202 Ha
Total charge = 0


6.
# C3H12O4

A 3-piece molecular cluster, C3H12O4 overall (wB97M-V/def2-TZVPD, the Open Molecules 2025 dataset).

Positions of all 19 atoms, in Å:
C -0.79033 0.19411 0.48118
H -0.03386 -1.79294 0.34503
C -0.99624 -1.29570 0.22319
O -1.96377 -1.86230 1.09719
H -2.15513 -1.23109 1.80114
H -0.17976 0.81594 -1.50484
H 2.44344 1.14469 2.38365
O 0.67215 -1.65680 -2.61433
O 0.64234 2.10062 -0.12858
H -1.74146 0.73136 0.39606
H 1.11109 0.16570 -0.54177
H 1.27462 1.88489 1.73009
C 0.20621 0.78283 -0.49366
H -1.37064 -1.44495 -0.78995
H 0.45213 -0.99777 -3.28558
H -0.12096 2.68680 -0.10274
H -0.39367 0.33057 1.48604
O 1.71516 1.74321 2.58178
H 1.22867 -2.29918 -3.06391

Output
Largest force on an atom = 0.013 hartree/bohr
Lowest unoccupied orbital energy = 0.44 eV
Calculated total energy = -422.4377 Ha
Structure (SMILES) = OCCCO.O.O
Total charge = 0


Copy entry 1 word for word.
# C6H18O3S3

A 3-piece molecular cluster, C6H18O3S3 overall at a distorted geometry (wB97M-V/def2-TZVPD, the Open Molecules 2025 dataset).

Positions of all 30 atoms, in Å:
C -0.02791 -1.20168 0.68660
O 0.61884 -0.77159 -2.55838
C -1.82388 -1.42404 2.67838
H -2.88314 -1.68019 2.68186
H 2.52182 1.16955 4.00342
H -2.13137 -0.20766 -2.79611
C -1.80692 -0.68768 -3.71538
H 0.70789 -1.10292 1.48171
S -1.50408 -0.32520 1.24999
C 1.81528 1.47228 3.23303
S 2.30999 3.17181 2.75507
H -0.41250 -3.06255 -5.08367
H 0.37656 -0.76312 -0.23170
H 0.87878 2.63789 0.85540
H -1.44334 0.06400 -4.41905
H -1.31840 -2.39250 2.60632
O 3.56435 3.05428 1.92555
H -1.45481 -0.99707 3.60714
H 1.71850 0.73085 2.44691
H 0.26194 -1.52031 -5.54036
H 0.81992 1.57175 3.67522
C 0.93837 3.44495 1.57414
O -1.07494 0.98773 1.88134
H 1.25488 -2.65141 -4.61130
H 0.04783 3.45885 2.21098
H 1.02873 4.44437 1.15707
S -0.38342 -1.71461 -3.15523
H -2.60741 -1.22351 -4.22157
H -0.23998 -2.22036 0.36201
C 0.24839 -2.26192 -4.73940

Output
Largest force on an atom = 0.036 hartree/bohr
Lowest unoccupied orbital energy = 0.38 eV
Calculated total energy = -1659.5688 Ha
Total charge = 0


- The highest total charge belongs to which entry?
  C30H34IrN2OS